1.
One molecule with the formula C2H4N4 at a distorted geometry, computed with wB97M-V/def2-TZVPD.

Calculated values
energy above the lowest of the compared OMol25 structures with the same formula, charge and spin	4.573	eV
SMILES	[H]/N=N/[C@@H]1N=C1N
multiplicity	1

Atoms and positions in Å:
H: 0.59 2.47 -0.04
N: 0.42 1.49 0.18
N: 1.55 0.88 0.24
C: 1.40 -0.44 0.10
N: 0.48 -1.03 -0.82
C: -0.44 -0.40 -0.28
N: -1.73 -0.56 -0.06
H: 2.15 -1.10 0.45
H: -2.23 0.14 0.46
H: -2.19 -1.45 -0.23


2.
A 16-piece molecular cluster, C68H81BrN16O4 overall at a distorted geometry, computed with wB97M-V/def2-TZVPD.

Calculated values
energy above the lowest of the compared OMol25 structures with the same formula, charge and spin	2.957	eV
multiplicity	1

Atoms and positions in Å:
N: 1.47 -5.16 0.77
C: 0.91 -4.15 0.10
C: 0.39 -2.93 0.98
C: -0.95 -2.25 0.46
C: -2.32 -2.53 0.71
C: -2.89 -3.69 1.64
C: -3.70 -4.77 0.73
O: -4.42 -4.44 -0.24
Br: -3.55 -6.73 1.11
C: -3.25 -1.48 -0.06
O: -4.46 -1.46 -0.30
O: -2.36 -0.40 -0.43
C: -1.03 -0.96 -0.51
O: -0.07 -0.54 -1.19
H: 1.79 -5.88 0.08
H: 0.89 -4.23 -1.04
H: 1.18 -2.08 1.03
H: 0.27 -3.30 2.05
H: -3.53 -3.29 2.51
H: -2.03 -4.28 2.13
N: -5.84 -1.44 3.92
C: -6.99 -1.03 4.56
C: -7.86 -0.57 3.60
C: -7.22 -0.70 2.34
C: -5.98 -1.24 2.57
H: -5.03 -1.82 4.37
H: -7.08 -1.10 5.63
H: -8.85 -0.17 3.79
H: -7.63 -0.44 1.38
H: -5.19 -1.51 1.89
N: 3.96 -3.18 1.13
C: 3.87 -1.89 0.68
C: 5.08 -1.28 0.92
C: 5.92 -2.23 1.53
C: 5.21 -3.40 1.64
H: 3.21 -3.87 1.09
H: 2.96 -1.52 0.23
H: 5.32 -0.25 0.67
H: 6.95 -2.09 1.84
H: 5.48 -4.36 2.05
N: -7.38 -3.91 -0.87
C: -8.22 -3.85 -1.95
C: -9.44 -3.40 -1.52
C: -9.34 -3.16 -0.13
C: -8.06 -3.48 0.25
H: -6.42 -4.21 -0.89
H: -7.87 -4.14 -2.93
H: -10.31 -3.25 -2.14
H: -10.12 -2.80 0.52
H: -7.57 -3.45 1.21
N: -4.27 -2.62 7.04
C: -3.63 -2.48 8.24
C: -3.36 -3.74 8.73
C: -3.86 -4.67 7.79
C: -4.41 -3.96 6.76
H: -4.59 -1.87 6.46
H: -3.41 -1.50 8.64
H: -2.87 -3.96 9.67
H: -3.82 -5.75 7.86
H: -4.90 -4.28 5.85
N: 6.31 2.31 -0.62
C: 6.36 3.53 -0.01
C: 7.66 3.75 0.38
C: 8.42 2.62 0.00
C: 7.56 1.74 -0.62
H: 5.48 1.88 -1.01
H: 5.48 4.14 0.08
H: 8.02 4.63 0.89
H: 9.47 2.46 0.15
H: 7.72 0.77 -1.06
N: -7.56 -6.20 -4.96
C: -7.53 -5.97 -6.31
C: -6.22 -5.95 -6.71
C: -5.42 -6.17 -5.56
C: -6.27 -6.33 -4.50
H: -8.39 -6.26 -4.40
H: -8.44 -5.84 -6.87
H: -5.87 -5.78 -7.72
H: -4.34 -6.22 -5.52
H: -6.08 -6.52 -3.45
N: 5.26 5.70 -4.17
C: 6.06 5.16 -3.20
C: 7.33 5.63 -3.38
C: 7.31 6.49 -4.50
C: 6.02 6.52 -4.97
H: 4.28 5.53 -4.29
H: 5.64 4.49 -2.46
H: 8.19 5.38 -2.77
H: 8.15 7.03 -4.92
H: 5.57 7.05 -5.80
N: 10.43 6.06 0.48
C: 9.72 7.23 0.52
C: 10.57 8.23 0.91
C: 11.85 7.65 1.11
C: 11.73 6.31 0.83
H: 10.06 5.15 0.23
H: 8.67 7.24 0.27
H: 10.31 9.27 1.04
H: 12.75 8.15 1.42
H: 12.46 5.51 0.86
N: 9.79 12.05 0.21
C: 10.69 13.08 0.23
C: 10.61 13.68 1.46
C: 9.63 12.99 2.21
C: 9.14 11.99 1.41
H: 9.62 11.43 -0.57
H: 11.31 13.29 -0.63
H: 11.19 14.53 1.78
H: 9.31 13.21 3.22
H: 8.38 11.23 1.60
N: 5.02 1.27 -5.00
C: 5.69 0.08 -5.02
C: 6.91 0.27 -4.40
C: 6.96 1.63 -3.99
C: 5.79 2.22 -4.37
H: 4.10 1.43 -5.39
H: 5.26 -0.80 -5.47
H: 7.67 -0.48 -4.26
H: 7.78 2.11 -3.48
H: 5.43 3.23 -4.25
N: -13.14 -7.11 0.14
C: -12.34 -7.65 1.12
C: -11.06 -7.17 0.93
C: -11.09 -6.32 -0.20
C: -12.38 -6.30 -0.66
H: -14.12 -7.29 0.03
H: -12.75 -8.32 1.86
H: -10.20 -7.42 1.54
H: -10.26 -5.78 -0.62
H: -12.83 -5.78 -1.49
N: -2.54 2.70 -0.44
C: -3.25 3.87 -0.41
C: -2.40 4.88 -0.03
C: -1.12 4.30 0.17
C: -1.24 2.95 -0.10
H: -2.91 1.80 -0.69
H: -4.30 3.89 -0.66
H: -2.66 5.92 0.10
H: -0.22 4.80 0.48
H: -0.51 2.16 -0.07
N: 1.08 0.71 -5.39
C: -0.06 1.12 -4.76
C: -0.93 1.59 -5.71
C: -0.30 1.45 -6.97
C: 0.94 0.90 -6.74
H: 1.89 0.32 -4.94
H: -0.15 1.04 -3.68
H: -1.92 1.98 -5.52
H: -0.70 1.72 -7.93
H: 1.74 0.64 -7.42
N: -9.17 -11.72 2.38
C: -9.27 -10.43 1.92
C: -8.07 -9.81 2.15
C: -7.21 -10.75 2.76
C: -7.91 -11.93 2.89
H: -9.90 -12.41 2.34
H: -10.18 -10.07 1.48
H: -7.83 -8.78 1.91
H: -6.19 -10.59 3.08
H: -7.63 -12.89 3.29
N: 6.31 6.86 2.71
C: 4.96 7.02 2.60
C: 4.36 6.33 3.63
C: 5.40 5.73 4.39
C: 6.59 6.08 3.80
H: 7.00 7.26 2.09
H: 4.53 7.61 1.80
H: 3.30 6.26 3.81
H: 5.28 5.12 5.27
H: 7.61 5.84 4.07


3.
A 2-piece molecular cluster, C24H50BrFN3O4P3 overall at a distorted geometry, computed with wB97M-V/def2-TZVPD.

Calculated values
multiplicity	1

Atoms and positions in Å:
C: 2.33 3.20 1.88
C: 2.02 2.56 0.65
C: 2.11 1.72 -0.79
P: 0.31 1.64 -1.53
C: 0.83 1.90 -3.35
C: 1.52 3.36 -3.67
C: 0.58 -0.25 -1.64
N: 0.47 -0.99 -0.33
O: -0.18 1.73 0.14
C: -1.54 2.29 0.10
F: -2.12 1.68 1.35
P: -1.83 4.15 0.42
C: -0.67 4.87 1.75
C: -1.58 5.23 -1.14
C: -2.38 1.51 -1.06
C: -3.51 2.34 -1.95
C: -4.17 1.41 -3.17
C: -5.76 1.10 -2.92
C: -6.19 -0.48 -3.07
N: -7.26 -0.82 -2.06
C: -6.97 -2.08 -1.28
C: -8.30 -2.94 -0.76
O: -5.78 -2.55 -0.92
P: -3.43 -0.05 -0.55
O: -2.49 -1.14 0.44
Br: -5.20 0.58 0.77
O: -1.33 1.25 -2.10
H: 2.69 3.51 2.97
H: 2.54 0.64 -0.56
H: 2.87 2.26 -1.49
H: 0.15 3.07 -1.51
H: -0.17 1.81 -4.00
H: 1.52 1.01 -3.73
H: 2.62 3.20 -4.12
H: 0.92 3.98 -4.49
H: 1.64 4.06 -2.75
H: -0.26 -0.67 -2.37
H: 1.62 -0.52 -2.18
H: -0.17 -1.82 -0.54
H: 1.42 -1.45 -0.18
H: -1.07 5.94 2.12
H: 0.38 5.09 1.26
H: -0.61 4.09 2.63
H: -2.66 5.68 -1.41
H: -0.89 6.19 -0.96
H: -1.23 4.65 -2.09
H: -2.99 3.24 -2.49
H: -4.34 2.68 -1.18
H: -4.11 2.06 -4.17
H: -3.52 0.45 -3.39
H: -6.38 1.70 -3.75
H: -6.10 1.59 -1.89
H: -5.26 -1.19 -3.08
H: -6.69 -0.59 -4.15
H: -7.50 -0.02 -1.43
H: -8.26 -4.07 -1.05
H: -8.31 -2.79 0.42
H: -9.27 -2.38 -1.16
H: -3.03 -2.00 0.59
C: 2.17 -1.78 3.60
C: 3.21 -1.36 2.56
C: 3.81 -2.58 1.85
N: 5.25 -2.94 2.27
C: 6.24 -1.99 1.60
C: 5.49 -2.96 3.79
C: 5.03 -4.34 4.21
C: 5.62 -5.22 3.13
C: 5.54 -4.40 1.84
H: 2.59 -2.46 4.35
H: 1.79 -0.90 4.13
H: 1.33 -2.27 3.12
H: 3.97 -0.72 3.02
H: 2.70 -0.74 1.82
H: 3.84 -2.40 0.77
H: 3.18 -3.47 2.02
H: 6.04 -0.98 1.94
H: 6.10 -2.07 0.51
H: 7.25 -2.30 1.86
H: 6.56 -2.84 3.96
H: 4.96 -2.14 4.29
H: 3.94 -4.41 4.22
H: 5.40 -4.60 5.21
H: 5.09 -6.17 3.04
H: 6.66 -5.45 3.35
H: 4.73 -4.74 1.18
H: 6.48 -4.44 1.29


| no. | HOMO-LUMO gap (eV) |
| --- | --- |
| 1 | 8.151 |
| 2 | 5.985 |
| 3 | 5.681 |